Model A:
Formula: H4OS2
Source: the OMol25 dataset
Level of theory: ωB97M-V/def2-TZVPD

Geometry as ORCA input:
```
! RIJCOSX wB97M-V def2-TZVPD def2/J DEFGRID3
* xyz 0 1
S 1.916 -0.294 0.765
S 0.000 0.000 0.000
O 4.266 0.971 -1.915
H 2.687 -0.497 -0.324
H -0.192 -1.238 -0.503
H 4.221 1.001 -2.898
H 3.791 1.780 -1.620
*
```

## Properties
* E_LUMO: 0.4 eV
* HOMO energy: -9.138 eV
* SMILES: SS.O

Model B:
Formula: H4OS2
Source: the OMol25 dataset
Level of theory: ωB97M-V/def2-TZVPD

Geometry as ORCA input:
```
! RIJCOSX wB97M-V def2-TZVPD def2/J DEFGRID3
* xyz 0 1
S -0.059 0.366 -2.501
S 0.779 0.100 -0.633
O 0.307 -0.510 1.661
H -0.274 0.093 0.211
H 0.012 -1.387 1.327
H -0.467 1.652 -2.477
H -0.296 -0.314 2.413
*
```

## Properties
* E_LUMO: 0.3 eV
* HOMO energy: -8.727 eV
* SMILES: SS.O

Energy relative to the most stable one, in hartree: model A 0.0000; model B 0.0265

Model A:
Formula: C2H8N3
Source: the OMol25 dataset
Level of theory: ωB97M-V/def2-TZVPD

Geometry as ORCA input:
```
! RIJCOSX wB97M-V def2-TZVPD def2/J DEFGRID3
* xyz 1 1
N -0.418 -1.418 -1.453
N -0.535 -0.990 0.848
N 1.011 1.494 0.663
C 0.639 2.620 0.214
C -0.699 -1.731 -0.205
H 0.222 -0.635 -1.523
H -1.219 -0.881 1.585
H -0.888 -1.895 -2.203
H 1.350 3.414 -0.010
H 1.749 1.509 1.365
H 0.132 -0.220 0.924
H -0.411 2.757 -0.043
H -1.053 -2.758 -0.097
*
```

## Properties
* E_LUMO: -4.0 eV
* HOMO energy: -13.815 eV

Model B:
Formula: C2H8N3
Source: the OMol25 dataset
Level of theory: ωB97M-V/def2-TZVPD

Geometry as ORCA input:
```
! RIJCOSX wB97M-V def2-TZVPD def2/J DEFGRID3
* xyz 1 1
N -1.297 0.054 -0.821
N -0.143 0.703 -0.695
N 1.130 -0.978 0.947
C 0.084 1.692 -1.451
C 0.448 -1.482 1.815
H 1.082 2.160 -1.544
H 0.902 -2.374 2.422
H 2.095 -1.288 0.836
H 0.594 0.010 -0.174
H -0.601 -1.107 2.270
H -1.856 0.476 -1.546
H -0.706 2.104 -2.153
H -1.731 0.030 0.094
*
```

## Properties
* E_LUMO: -4.2 eV
* HOMO energy: -14.798 eV

Energy relative to the most stable one, in hartree: model A 0.0000; model B 0.0580

Model A:
Formula: C2H8N3
Source: the OMol25 dataset
Level of theory: ωB97M-V/def2-TZVPD

Geometry as ORCA input:
```
! RIJCOSX wB97M-V def2-TZVPD def2/J DEFGRID3
* xyz 1 1
N -0.412 0.979 -0.033
N 0.758 0.511 0.009
N 1.848 1.051 0.065
C -1.609 0.154 -0.167
C 1.028 -1.595 0.217
H 0.421 -1.808 -0.665
H -0.694 2.009 0.172
H 2.152 -1.633 0.085
H -2.370 0.361 0.453
H -2.081 0.306 -1.242
H -1.321 -0.792 -0.078
H 1.791 2.016 0.047
H 0.489 -1.558 1.136
*
```

## Properties
* E_LUMO: -5.7 eV
* HOMO energy: -14.845 eV

Model B:
Formula: C2H8N3
Source: the OMol25 dataset
Level of theory: ωB97M-V/def2-TZVPD

Geometry as ORCA input:
```
! RIJCOSX wB97M-V def2-TZVPD def2/J DEFGRID3
* xyz 1 1
N -0.429 -0.946 -0.320
N -0.147 0.288 -0.467
N -0.849 0.946 -1.451
C 0.021 -1.757 0.824
C 0.544 1.182 0.363
H 0.506 -2.614 0.357
H -0.525 1.851 -1.821
H -1.246 0.171 -2.105
H 0.269 1.163 1.464
H -0.892 -2.260 1.123
H 0.366 2.222 0.101
H 0.739 -1.355 1.623
H 1.644 1.109 0.310
*
```

## Properties
* E_LUMO: -5.3 eV
* HOMO energy: -15.356 eV
* SMILES: C/N=[N+](\C)N

Model C:
Formula: C2H8N3
Source: the OMol25 dataset
Level of theory: ωB97M-V/def2-TZVPD

Geometry as ORCA input:
```
! RIJCOSX wB97M-V def2-TZVPD def2/J DEFGRID3
* xyz 1 1
N -0.274 0.634 -2.124
N 0.711 -1.131 1.395
N -1.212 0.587 0.065
C 1.857 -1.109 1.964
C -1.042 1.072 -1.181
H -2.154 0.591 0.501
H 2.254 -0.274 2.425
H -0.554 0.833 0.802
H 0.606 0.122 -1.942
H -0.751 0.715 -2.991
H -1.966 1.572 -1.576
H 0.565 -2.053 0.922
H 2.532 -1.911 1.817
*
```

## Properties
* E_LUMO: -4.8 eV
* HOMO energy: -13.802 eV

Model D:
Formula: C2H8N3
Source: the OMol25 dataset
Level of theory: ωB97M-V/def2-TZVPD

Geometry as ORCA input:
```
! RIJCOSX wB97M-V def2-TZVPD def2/J DEFGRID3
* xyz 1 1
N 0.088 -0.564 0.362
N 1.238 0.893 -1.426
N -0.366 -0.784 -1.016
C 0.036 0.603 -0.987
C -0.790 -0.369 1.507
H 1.952 0.154 -1.810
H 1.044 -0.991 0.579
H -0.106 0.137 2.201
H -1.321 -1.168 -1.003
H -0.572 1.558 -0.569
H -1.734 0.129 1.351
H 1.581 1.753 -1.177
H -1.051 -1.351 1.987
*
```

## Properties
* E_LUMO: -3.0 eV
* HOMO energy: -14.481 eV
* SMILES: C[N@H+]1N[C@@H]1N

Energy relative to the most stable one, in hartree: model A 0.1350; model B 0.0550; model C 0.0000; model D 0.0415

Model A:
Formula: CH2N4O
Source: the OMol25 dataset
Level of theory: ωB97M-V/def2-TZVPD

Geometry as ORCA input:
```
! RIJCOSX wB97M-V def2-TZVPD def2/J DEFGRID3
* xyz 0 1
O -1.884 -0.684 -0.011
N -1.926 0.669 -0.053
N 1.411 0.040 -0.078
N -0.787 1.084 -0.039
N -0.604 -1.165 -0.024
C 0.055 -0.067 -0.079
H 1.813 0.942 0.318
H 1.922 -0.818 -0.035
*
```

## Properties
* E_LUMO: 0.8 eV
* HOMO energy: -9.866 eV
* SMILES: Nc1nnon1

Model B:
Formula: CH2N4O
Source: the OMol25 dataset
Level of theory: ωB97M-V/def2-TZVPD

Geometry as ORCA input:
```
! RIJCOSX wB97M-V def2-TZVPD def2/J DEFGRID3
* xyz 0 1
O -0.947 0.355 -0.950
N -1.271 0.256 1.208
N -2.265 0.894 0.611
N 2.214 -1.155 -0.051
N -2.115 0.976 -0.638
C -0.489 -0.064 0.218
H 2.279 -0.791 -0.999
H 2.594 -0.472 0.601
*
```

## Properties
* E_LUMO (spin up / spin down): -1.4 / -2.9 eV
* HOMO energy (spin up / spin down): -11.683 / -11.942 eV

Energy relative to the most stable one, in hartree: model A 0.0000; model B 0.1705

Model A:
Formula: CH2N4O
Source: the OMol25 dataset
Level of theory: ωB97M-V/def2-TZVPD

Geometry as ORCA input:
```
! RIJCOSX wB97M-V def2-TZVPD def2/J DEFGRID3
* xyz 0 1
O -1.736 0.912 0.299
N 1.612 -0.089 -0.185
N -0.436 0.389 0.272
N 0.771 0.782 0.112
N 0.847 -1.268 -0.452
C -0.416 -0.956 -0.223
H -1.166 -1.593 -0.402
H -2.007 1.333 1.111
*
```

## Properties
* E_LUMO: 0.3 eV
* HOMO energy: -10.843 eV
* SMILES: On1cnnn1

Model B:
Formula: CH2N4O
Source: the OMol25 dataset
Level of theory: ωB97M-V/def2-TZVPD

Geometry as ORCA input:
```
! RIJCOSX wB97M-V def2-TZVPD def2/J DEFGRID3
* xyz 0 1
O 1.971 -0.533 -0.173
N -1.156 0.786 -0.680
N 0.120 0.710 -0.932
N -1.447 -0.122 0.356
N -0.155 -0.353 1.082
C 0.788 -0.310 0.012
H 0.147 -1.174 1.434
H -2.179 0.159 1.093
*
```

## Properties
* E_LUMO: -0.2 eV
* HOMO energy: -10.257 eV
* SMILES: O=c1nn[nH][nH]1

Model C:
Formula: CH2N4O
Source: the OMol25 dataset
Level of theory: ωB97M-V/def2-TZVPD

Geometry as ORCA input:
```
! RIJCOSX wB97M-V def2-TZVPD def2/J DEFGRID3
* xyz 0 1
O 1.532 -1.080 -0.222
N 0.480 -1.708 0.208
N 1.332 0.278 -0.441
N -0.412 -0.799 0.282
N -0.898 1.364 -0.018
C 0.023 0.480 -0.103
H -0.670 2.311 -0.267
H -1.386 -0.846 0.560
*
```

## Properties
* E_LUMO: -0.6 eV
* HOMO energy: -8.773 eV

Model D:
Formula: CH2N4O
Source: the OMol25 dataset
Level of theory: ωB97M-V/def2-TZVPD

Geometry as ORCA input:
```
! RIJCOSX wB97M-V def2-TZVPD def2/J DEFGRID3
* xyz 0 1
O -0.454 0.767 1.182
N -0.087 0.114 -0.869
N 1.008 -0.984 1.222
N -1.296 1.475 0.205
N -1.003 0.980 -0.918
C 0.370 -0.136 0.483
H 1.490 -1.519 0.441
H -0.029 -0.697 -1.746
*
```

## Properties
* E_LUMO: 0.1 eV
* HOMO energy: -9.781 eV
* SMILES: [H]/N=c1\[nH]nno1

Energy relative to the most stable one, in hartree: model A 0.0393; model B 0.0000; model C 0.0339; model D 0.0105

Model A:
Formula: CH2N4O
Source: the OMol25 dataset
Level of theory: ωB97M-V/def2-TZVPD

Geometry as ORCA input:
```
! RIJCOSX wB97M-V def2-TZVPD def2/J DEFGRID3
* xyz 0 1
O -1.987 -0.130 0.018
N 0.004 1.146 -0.033
N 1.284 0.822 0.003
N 0.153 -1.088 -0.048
N 1.331 -0.482 -0.008
C -0.656 -0.040 -0.017
H -2.319 0.777 -0.031
H 2.191 -1.006 0.116
*
```

## Properties
* E_LUMO: 0.9 eV
* HOMO energy: -10.215 eV
* SMILES: Oc1nn[nH]n1

Model B:
Formula: CH2N4O
Source: the OMol25 dataset
Level of theory: ωB97M-V/def2-TZVPD

Geometry as ORCA input:
```
! RIJCOSX wB97M-V def2-TZVPD def2/J DEFGRID3
* xyz 0 1
O -1.988 0.062 -0.504
N -0.582 -0.581 0.950
N 1.436 0.127 -0.254
N -1.814 -0.534 0.707
N -0.790 0.371 -1.038
C 0.064 -0.012 -0.133
H 1.747 1.076 -0.088
H 1.928 -0.509 0.359
*
```

## Properties
* E_LUMO: 0.4 eV
* HOMO energy: -10.554 eV
* SMILES: Nc1nnon1

Model C:
Formula: CH2N4O
Source: the OMol25 dataset
Level of theory: ωB97M-V/def2-TZVPD

Geometry as ORCA input:
```
! RIJCOSX wB97M-V def2-TZVPD def2/J DEFGRID3
* xyz 0 1
O 0.686 0.734 -0.590
N -0.100 1.278 1.447
N 0.144 -0.279 -1.364
N -0.429 -1.295 -0.702
N -0.306 -1.030 0.551
C 0.005 0.257 0.706
H 0.684 -0.532 -2.347
H -0.685 0.868 2.298
*
```

## Properties
* E_LUMO: -0.4 eV
* HOMO energy: -9.527 eV
* SMILES: [H]/N=c1\nn[nH]o1

Energy relative to the most stable one, in hartree: model A 0.0000; model B 0.0489; model C 0.1242

Model A:
Formula: C21H29N3O4S
Source: the OMol25 dataset
Level of theory: ωB97M-V/def2-TZVPD

Geometry as ORCA input:
```
! RIJCOSX wB97M-V def2-TZVPD def2/J DEFGRID3
* xyz 0 1
S -2.340 1.205 -3.885
O -2.055 2.106 -4.972
O -2.470 1.165 -0.675
O -2.994 -0.032 -4.203
O -2.141 -0.619 2.395
N -0.578 0.441 1.139
N 4.383 -1.812 4.345
N 2.164 -1.731 2.574
C 1.014 -1.326 1.806
C -3.554 1.285 -1.475
C 0.083 1.801 -2.607
C 1.972 -1.735 4.009
C 5.510 -2.409 5.042
C 3.399 -1.049 2.251
C 0.530 -0.911 -2.035
C 6.737 -1.504 5.030
C -2.808 0.323 0.337
C 0.518 0.123 2.022
C -0.141 3.251 -2.892
C -3.425 2.109 -2.683
C 1.457 0.048 -1.658
C -4.102 -0.096 0.180
C 4.561 -1.793 2.905
C -1.831 -0.012 1.387
C 1.231 1.385 -1.936
C 3.133 -2.481 4.660
C -0.828 0.821 -2.981
C -4.580 0.519 -0.996
C -0.617 -0.516 -2.699
H -0.696 3.712 -2.074
H 1.032 -2.239 4.238
H 0.190 -1.999 2.056
H -5.553 0.417 -1.429
H 3.409 -0.006 2.613
H 7.479 -1.884 5.728
H 3.001 -2.484 5.744
H 3.533 -1.048 1.167
H -4.628 -0.762 0.832
H 6.453 -0.499 5.331
H 3.134 -3.526 4.301
H 7.193 -1.458 4.044
H -2.945 3.065 -2.501
H -4.377 2.241 -3.187
H 0.155 0.227 3.047
H -0.701 3.374 -3.814
H 1.940 -0.714 4.424
H 5.202 -2.560 6.080
H 1.961 2.125 -1.639
H 0.811 3.770 -2.979
H -0.367 0.807 0.224
H 5.770 -3.398 4.622
H 4.606 -2.818 2.494
H 1.323 0.838 1.842
H 0.701 -1.955 -1.821
H 5.493 -1.279 2.667
H 2.365 -0.244 -1.151
H -1.361 -1.227 -3.021
H 1.256 -1.460 0.747
*
```

## Properties
* E_LUMO: 0.3 eV
* HOMO energy: -8.378 eV
* SMILES: CCN1CCN(CCNC(=O)c2ccc(CS(=O)(=O)c3ccccc3C)o2)CC1

Model B:
Formula: C21H29N3O4S
Source: the OMol25 dataset
Level of theory: ωB97M-V/def2-TZVPD

Geometry as ORCA input:
```
! RIJCOSX wB97M-V def2-TZVPD def2/J DEFGRID3
* xyz 0 1
S 3.085 -0.566 0.560
O 1.086 -0.433 -5.454
O 0.125 -1.039 -3.532
O 4.289 3.896 -0.572
O 5.271 4.095 -2.577
N 0.526 -1.212 0.601
N 1.226 -0.136 -1.296
N -2.406 -0.773 3.602
C 0.236 -1.353 -6.121
C 0.703 -1.845 1.886
C -2.860 -2.079 4.025
C 4.385 3.558 -1.724
C -3.443 0.225 3.723
C -1.836 -1.471 1.221
C -0.839 -1.138 0.113
C -4.755 -0.142 3.020
C 1.976 0.696 -2.094
C 1.852 0.614 -3.500
C -0.065 -1.082 2.966
C -5.253 -1.480 3.557
C 3.542 2.517 -2.370
C 3.456 2.405 -3.760
C 2.809 1.677 -1.551
C -1.482 -0.678 2.494
C 1.546 -0.622 -0.049
C 0.944 -0.357 -4.127
C 6.119 5.095 -2.033
C 2.606 1.473 -4.307
C -4.173 -2.542 3.373
H 0.355 -2.881 1.817
H -5.480 -1.376 4.621
H -4.485 -3.482 3.833
H -0.981 -1.829 -0.730
H 6.680 4.696 -1.186
H 0.405 -2.366 -5.748
H 4.037 3.061 -4.388
H 0.492 -0.186 3.237
H 0.528 -0.660 -1.829
H -1.831 -2.540 1.429
H -3.019 -2.029 5.110
H 6.792 5.391 -2.833
H -3.063 1.178 3.347
H 5.529 5.947 -1.691
H -2.073 -2.811 3.838
H -0.138 -1.702 3.858
H 0.489 -1.288 -7.176
H -0.811 -1.090 -5.960
H -3.650 0.346 4.794
H -4.024 -2.724 2.308
H -4.595 -0.212 1.942
H 2.503 1.394 -5.378
H -5.495 0.640 3.200
H -6.170 -1.781 3.046
H -1.031 -0.120 -0.246
H -1.457 0.380 2.209
H -2.832 -1.198 0.872
H 1.769 -1.855 2.114
H 2.888 1.794 -0.483
*
```

## Properties
* E_LUMO: -0.1 eV
* HOMO energy: -7.843 eV
* SMILES: COC(=O)c1ccc(C(=O)OC)c(NC(=S)N2CCC(N3CCCCC3)CC2)c1

Model C:
Formula: C21H29N3O4S
Source: the OMol25 dataset
Level of theory: ωB97M-V/def2-TZVPD

Geometry as ORCA input:
```
! RIJCOSX wB97M-V def2-TZVPD def2/J DEFGRID3
* xyz 0 1
S 6.783 -4.611 -3.953
O 4.626 -2.299 -1.735
O -0.019 0.244 2.142
O -0.198 1.242 -1.909
O 2.809 -1.652 -5.884
N 2.416 -1.962 -3.646
N 5.312 -2.459 -3.901
N 0.032 -0.912 -2.477
C 1.110 -2.635 -3.637
C 1.365 -6.413 -3.107
C 0.111 -1.945 -4.579
C 1.817 -6.832 -4.348
C -1.946 0.356 0.655
C 1.758 -4.555 -5.125
C 1.111 -5.067 -2.873
C -2.797 1.219 1.581
C -0.449 0.594 0.826
C 4.601 -1.264 -4.331
C 0.385 -0.258 -0.129
C 0.038 0.092 -1.568
C 5.814 -3.392 -4.889
C 2.013 -5.897 -5.357
C -0.154 -0.607 -3.899
C 1.295 -4.124 -3.879
C 0.480 -2.283 -2.283
C 3.164 -1.626 -4.719
C 1.889 -0.035 0.070
C 5.875 -4.245 -2.434
C 5.212 -2.898 -2.624
H -2.210 0.576 -0.382
H 2.135 1.008 -0.136
H -0.364 -2.949 -2.080
H 1.213 -7.132 -2.313
H 5.096 -4.980 -2.227
H -0.226 1.648 0.626
H 0.137 -1.301 0.081
H 2.367 -6.214 -6.329
H -0.468 0.816 2.770
H 2.910 -1.950 -2.759
H 0.776 -4.764 -1.889
H 2.486 -0.659 -0.598
H -2.633 0.974 2.633
H 6.470 -2.885 -5.595
H 5.094 -0.844 -5.205
H -2.150 -0.704 0.835
H 6.549 -4.199 -1.582
H 0.489 -1.836 -5.592
H 4.995 -3.865 -5.436
H 2.017 -7.880 -4.530
H -3.860 1.074 1.388
H -2.576 2.279 1.438
H -1.156 -0.221 -4.086
H 2.172 -0.263 1.096
H 0.555 0.164 -4.207
H 4.619 -0.546 -3.512
H -0.792 -2.557 -4.599
H 1.192 -2.370 -1.461
H 1.917 -3.829 -5.911
*
```

## Properties
* E_LUMO: 0.6 eV
* HOMO energy: -9.237 eV
* SMILES: CC[C@@H](O)[C@H](C)C(=O)N1CC[C@](NC(=O)CN2CSCC2=O)(c2ccccc2)C1

Energy relative to the most stable one, in hartree: model A 0.0952; model B 0.0384; model C 0.0000

Model A:
Formula: C3H7P
Source: the OMol25 dataset
Level of theory: ωB97M-V/def2-TZVPD

Geometry as ORCA input:
```
! RIJCOSX wB97M-V def2-TZVPD def2/J DEFGRID3
* xyz 0 1
P -1.776 -0.415 0.045
C -0.041 0.004 -0.508
C -0.717 1.202 0.076
C 1.128 -0.693 0.035
H -1.677 -0.976 1.313
H 0.141 -0.144 -1.747
H -0.500 1.704 1.049
H 1.151 -1.662 -0.487
H 1.125 -0.774 1.084
H 1.994 -0.160 -0.187
H -0.828 1.914 -0.672
*
```

## Properties
* E_LUMO: 1.2 eV
* HOMO energy: -9.044 eV
* SMILES: C[C@@H]1CP1

Model B:
Formula: C3H7P
Source: the OMol25 dataset
Level of theory: ωB97M-V/def2-TZVPD

Geometry as ORCA input:
```
! RIJCOSX wB97M-V def2-TZVPD def2/J DEFGRID3
* xyz 0 1
P 0.464 2.559 2.085
C -1.035 0.441 -0.417
C -0.053 -1.658 -1.457
C -0.896 -1.174 -0.620
H 0.699 -1.384 -2.193
H -1.211 0.701 0.642
H -1.525 -1.809 -0.071
H 0.792 1.912 0.828
H -1.873 0.730 -0.970
H -0.140 0.958 -0.762
H -0.174 3.696 1.463
*
```

## Properties
* E_LUMO (spin up / spin down): -1.3 / 0.1 eV
* HOMO energy (spin up / spin down): -8.487 / -9.022 eV

Energy relative to the most stable one, in hartree: model A 0.0000; model B 0.1148